The following is a quantum chemistry calculation of a 6-piece molecular cluster, C18H36O18 overall at a distorted geometry, from the Open Molecules 2025 dataset.

Calculated values
**Gap between HOMO and LUMO**: 11.00 eV
**Max |F|**: 3.9 eV Å⁻¹
**SMILES string**: COC(=O)OC.COC(=O)OC.COC(=O)OC.COC(=O)OC.COC(=O)OC.COC(=O)OC
**ΔE to the lowest compared entry with this formula, charge and spin**: 3.607 eV
**LUMO energy**: 0.012 Ha

Last column: Löwdin charge in e.
Cartesian coordinates (Å):
1 O 5.45762 -7.78070 1.80608  -0.0089
2 C -2.71207 -5.85792 0.73792  -0.0548
3 H -3.54992 -5.60557 1.38786  0.0945
4 C -2.01746 -9.43478 -2.44168  -0.0240
5 H -0.67421 -12.65277 7.22937  0.1014
6 H 3.92074 -16.86669 8.38341  0.0913
7 H 5.16027 -8.50340 3.74197  0.0992
8 C 2.39218 -15.36034 10.64402  -0.5866
9 C 3.45981 -17.02726 9.35801  -0.0269
10 H 8.72819 -5.31069 0.61931  0.0943
11 O -3.16553 -4.70422 10.62476  -0.0483
12 H -3.16489 -2.67850 11.00556  0.1002
13 H -2.75382 -10.07199 -2.93141  0.0940
14 C 4.70747 -8.44332 2.75229  -0.0880
15 H 9.09298 -6.45933 1.99527  0.0948
16 O 6.42334 -6.36095 3.38648  0.1266
17 O 3.52991 -15.77354 10.07199  0.0018
18 O 2.70735 -14.42189 11.49821  0.0218
19 H -2.49246 -13.02901 7.34093  0.0964
20 H -4.70898 -7.78195 9.45185  0.0958
21 C 6.26796 -6.77031 2.26623  -0.5779
22 H -1.55262 -3.29359 10.85515  0.0898
23 O -5.20752 -4.20027 11.54125  0.0836
24 O -1.77201 -11.10800 4.06444  0.0183
25 C 1.69652 -13.72585 12.11179  -0.0667
26 H 3.72837 -7.96441 2.76244  0.0978
27 O -0.02289 -11.00186 5.46313  0.0940
28 C -2.55370 -3.56130 11.19319  -0.0470
29 H 4.07826 -17.74477 9.89726  0.0913
30 H -3.98323 -18.73666 7.82895  0.0931
31 C -4.09479 -6.88202 9.48357  -0.0488
32 H -1.41582 -22.25163 10.67139  0.0996
33 O -2.66915 -8.32674 -1.79219  -0.0176
34 H 0.87418 -13.58279 11.41080  0.0996
35 H -1.26818 -9.12062 -3.16831  0.0930
36 C -0.73770 -21.40012 10.61503  -0.0612
37 C 8.35728 -5.81807 1.50987  -0.0084
38 H -1.45931 -9.97618 -1.67784  0.0902
39 C -1.00791 -11.17970 2.93857  -0.0686
40 O -0.94474 -7.60599 -0.50674  0.0826
41 H 1.39366 -14.22343 13.03309  0.1046
42 H -0.64662 -21.07263 11.65067  0.0939
43 H 2.05031 -12.72572 12.36212  0.0976
44 H -3.90827 -18.09631 9.30749  0.0884
45 H 0.25872 -21.78687 10.40132  0.0918
46 O 7.10900 -6.54042 1.27573  -0.0067
47 O 1.29818 -15.90451 10.44372  0.0839
48 H -2.60404 -4.86840 0.29376  0.0884
49 H -1.73726 -6.05325 1.18480  0.0949
50 H 2.45712 -17.43869 9.24206  0.0890
51 O -3.21286 -20.19169 10.16626  0.1098
52 H -3.16811 -17.15047 7.91820  0.0967
53 C -3.29653 -18.11695 8.40557  -0.0719
54 H -1.66220 -10.98398 2.08904  0.0991
55 C -1.21137 -11.24032 5.21950  -0.6433
56 O -4.98094 -6.06332 10.24559  -0.0095
57 H -2.36641 -3.86484 12.22319  0.1009
58 C -2.14046 -7.55898 -0.82624  -0.5411
59 H 4.49927 -9.46114 2.42244  0.0939
60 H -0.13498 -10.53223 2.85560  0.1005
61 C -2.19360 -19.82117 9.59806  -0.5430
62 C -1.69701 -12.28446 7.30874  -0.0011
63 H -0.67236 -12.21672 2.92910  0.1071
64 H -4.04483 -6.39533 8.50954  0.0999
65 O -0.95014 -20.24385 9.83661  0.0095
66 H -1.91587 -11.54933 8.08320  0.0952
67 O -2.09753 -18.77142 8.72380  -0.0074
68 H 8.16323 -5.11480 2.31973  0.0834
69 O -2.08916 -11.74619 6.03506  0.0016
70 O -3.10716 -6.82723 -0.21996  -0.0006
71 H -3.12656 -7.15651 9.90224  0.0964
72 C -4.49714 -4.93380 10.82519  -0.5130

Forces on atoms 1 to 6 (eV/Å):
O 1.61 1.75 -0.31
C 0.36 1.48 -0.17
H 0.12 -1.13 0.45
C 1.18 0.37 0.97
H -0.20 0.01 0.47
H -0.14 0.07 0.03

***

The following is a quantum chemistry calculation of the molecule CH4O3S at a distorted geometry, from the Open Molecules 2025 dataset.

Calculated values
**Gap between HOMO and LUMO**: 10.48 eV
**Max |F|**: 5.6 eV Å⁻¹
**ΔE to the lowest compared entry with this formula, charge and spin**: 4.669 eV
**LUMO energy**: 0.027 Ha

Last column: natural (NBO) charge in e.
Cartesian coordinates (Å):
1 O -3.03476 0.83288 -0.03108  -0.4128
2 O -1.62468 0.79001 -0.08735  -0.4692
3 O -1.07755 -1.75961 0.47477  -0.9107
4 C 0.76504 -0.03625 -0.36020  -0.8278
5 H 0.56974 0.94513 -0.09854  0.2431
6 H 1.38767 -0.43799 0.44224  0.2593
7 H -3.26578 0.83494 0.83385  0.4613
8 H 1.36406 -0.16041 -1.30737  0.2400
9 S -0.93071 -0.68213 -0.60570  1.4168

Forces on atoms 1 to 6 (eV/Å):
O 0.78 -0.51 -5.55
O 0.92 0.57 0.89
O 0.01 2.41 -2.33
C 0.61 -1.22 -1.37
H 0.10 2.38 0.07
H -0.85 -0.68 0.10

***

The following is a quantum chemistry calculation of C21H30N4O2S as an isolated structure at a distorted geometry, from the Open Molecules 2025 dataset.

Calculated values
**Gap between HOMO and LUMO**: 7.90 eV
**Max |F|**: 19.9 eV Å⁻¹
**ΔE to the lowest compared entry with this formula, charge and spin**: 22.964 eV
**LUMO energy**: 0.013 Ha

Last column: natural (NBO) charge in e.
Cartesian coordinates (Å):
1 N 2.71547 -0.95101 0.11997  -0.4736
2 H -0.00580 -2.69308 -0.97437  0.2232
3 H 2.05939 1.75420 7.35793  0.2029
4 C 4.51936 3.47788 2.14943  -0.6093
5 H 5.03689 4.23349 2.56739  0.1994
6 H 2.23226 -2.97797 -0.55213  0.1994
7 H 3.52352 2.67987 7.26703  0.2047
8 N 3.12154 0.93468 1.47132  -0.5844
9 C 2.65660 2.01652 5.22396  0.0116
10 C 3.68584 2.49324 3.22047  0.0061
11 C 0.57679 -1.78791 -0.72178  -0.3500
12 C 2.56448 2.40370 6.73065  -0.6001
13 C 1.83662 0.02508 -1.83756  -0.4222
14 H -3.06206 0.61446 -1.00508  0.1916
15 H 1.50067 0.89670 -1.35586  0.2311
16 H -3.20405 -2.25069 -1.20949  0.1086
17 N -0.89931 0.16102 -2.26903  -0.6487
18 H -5.86535 0.06681 -1.94310  0.1538
19 C 1.00205 -0.97270 -2.12728  -0.3856
20 C 2.75078 -0.38360 1.19570  0.4616
21 H 1.56419 0.08162 5.54620  0.1903
22 C 1.87906 -2.28190 0.04119  -0.1375
23 C 2.98007 -0.50417 -1.05929  -0.1995
24 H 2.30539 0.53761 -2.88271  0.2277
25 H -2.44649 0.45528 -3.77892  0.1825
26 C -3.41014 0.52696 -1.96485  -0.2122
27 H -2.55742 -1.60623 -2.96854  0.2157
28 C -6.26644 -1.70766 -2.46633  -0.0957
29 H 2.15809 3.24509 6.74209  0.1938
30 H 3.73976 -1.12184 -1.79364  0.2209
31 H 3.97034 3.79449 1.29870  0.2176
32 H 0.03128 -1.00595 -0.33678  0.2080
33 C 2.18618 0.82397 4.69905  -0.2151
34 C -0.06518 -0.74144 -2.87905  0.6733
35 H 1.32553 -1.84977 -2.81191  0.2530
36 C 2.37510 0.50857 3.53471  -0.1455
37 S 1.79686 -1.04675 2.78083  0.1537
38 H 5.24908 2.81774 1.75032  0.2175
39 C -3.34563 -1.88308 -2.50434  -0.1750
40 H -6.51886 -1.81888 -3.48611  0.1864
41 C -5.42179 -0.63123 -1.97612  -0.1304
42 H -4.22800 -2.88797 -3.98088  0.1691
43 H 3.91671 3.91111 4.75688  0.2170
44 H -3.74739 -3.93136 -2.74096  0.1981
45 H -7.20692 -1.99946 -2.00179  0.2109
46 H 1.47416 -2.59762 0.70599  0.1644
47 C -4.31156 -2.94573 -2.84088  -0.1215
48 C -2.24115 0.85576 -2.98393  -0.1549
49 O -5.62975 -3.00155 -2.19829  -0.5144
50 H -5.33761 -0.80132 -0.68321  0.0619
51 H -1.97739 1.95176 -3.16706  0.2050
52 C 3.48625 2.74685 4.62668  -0.2193
53 C 3.00502 1.46552 2.72355  0.0764
54 H 3.99360 0.34538 -0.77865  0.2534
55 N -4.23182 -0.63351 -2.49820  -0.4173
56 O -0.39974 -1.13490 -4.09134  -0.6509
57 H -4.18838 1.46745 -2.03611  0.1839
58 H -0.65075 0.85649 -1.60450  0.3884

Forces on atoms 1 to 6 (eV/Å):
N -2.86 -10.41 -0.39
H -0.09 0.71 0.08
H -1.17 -1.52 1.01
C -2.32 -4.69 1.31
H 1.32 2.70 1.87
H 2.85 -3.14 -2.75

***

The following is a quantum chemistry calculation of C25H38CdCl2F4O28S as an isolated structure at a distorted geometry, from the Open Molecules 2025 dataset.

Calculated values
**Gap between HOMO and LUMO**: 9.47 eV
**Max |F|**: 2.9 eV Å⁻¹
**ΔE to the lowest compared entry with this formula, charge and spin**: 0.000 eV
**LUMO energy**: -0.025 Ha

Last column: Löwdin charge in e.
Cartesian coordinates (Å):
1 O -0.17782 0.93090 -1.19947  -0.4697
2 Cd -2.08548 0.90001 -0.46491  1.4368
3 O -2.56571 -4.52633 0.68640  0.0780
4 C 4.30139 3.01079 2.85800  -0.2937
5 Cl 3.23761 -2.38476 -2.63243  0.6233
6 C -1.43715 3.71583 1.37248  -0.6024
7 O -3.95768 -2.35813 -2.45057  0.0330
8 O -1.95067 -5.71128 -1.10591  0.1804
9 H -4.11829 -3.74913 -3.96649  0.1052
10 H -6.62802 -1.72449 0.65875  0.1061
11 O -1.82186 -2.80559 -2.56275  0.0315
12 C -1.53262 -1.63668 4.40064  -0.5531
13 H 0.05577 2.58234 -4.21480  0.0926
14 H -1.20305 6.02618 2.70966  0.1036
15 H 4.15039 0.07406 1.02856  0.1541
16 O 1.11414 1.15523 0.85524  -0.3453
17 C -1.33644 0.54436 3.76211  -0.0453
18 O 3.68316 3.88615 0.85836  0.0741
19 C -1.98445 -3.43629 1.41773  -0.0349
20 O 5.86852 0.52006 -0.02338  0.1254
21 H -2.21128 -3.62127 2.46656  0.1331
22 H -4.24887 1.71379 3.18109  0.0910
23 H -0.35954 -1.31859 -2.55711  0.0731
24 O -0.19435 -1.39643 4.36937  0.1593
25 F 0.89069 0.58232 4.59678  0.0296
26 O -0.25043 4.24224 1.14802  0.0116
27 H 3.12798 -0.05083 -1.58541  0.0687
28 H -5.23636 -3.97206 -2.57868  0.0983
29 C -4.23162 -3.70085 -2.88715  0.0070
30 H -1.94788 5.34320 4.15167  0.0984
31 H -3.56342 -4.40306 -2.39278  0.0792
32 C -5.74658 -2.14869 1.12767  -0.0032
33 C 0.27594 4.17157 -0.17645  -0.0089
34 H -2.34967 -2.46242 1.10438  0.1142
35 H -5.49151 -3.12265 0.70921  0.1013
36 H 2.99127 1.98819 1.53411  0.0924
37 O 4.90153 0.98639 -1.97301  0.0880
38 H -0.32790 4.81719 3.60026  0.0993
39 O 1.20891 -0.97749 -0.33966  -0.3265
40 O -2.21650 -0.55822 3.95934  0.0652
41 C -1.68266 -4.93963 -0.25359  -0.5531
42 F 0.08469 -4.32105 2.18319  0.0587
43 H 0.08132 -2.70720 1.08127  0.1428
44 H -5.67041 2.12513 2.23816  0.1069
45 C 3.86408 0.58373 -1.08850  -0.0972
46 O -0.84400 -0.23814 0.69125  -0.4936
47 H -0.85326 1.52456 -5.26533  0.0984
48 C 0.03653 -0.15871 3.78561  -0.2871
49 C -4.43519 -0.17606 1.40922  -0.5920
50 C -5.26397 1.39822 2.93906  0.0083
51 H 3.45282 -1.52636 -5.06309  0.0260
52 C 4.60188 -0.08946 0.05464  -0.2838
53 H 2.56868 -2.68697 -0.36258  0.0008
54 H 3.13863 -1.72091 -6.80666  0.0996
55 H 0.61995 5.17008 -0.44618  0.1075
56 O -1.96060 4.08216 2.52441  0.0259
57 O -0.45659 -4.40856 -0.00497  0.1275
58 C 3.54636 -1.06207 -6.04283  -0.0294
59 C 1.59556 0.13930 -5.58091  -0.6184
60 S 0.43078 0.20126 -0.02394  0.2906
61 O 7.08780 1.43321 -1.68330  0.1855
62 H 3.24627 1.42379 -0.75492  0.1204
63 H 1.95528 -3.90503 -1.44490  0.0066
64 H 4.01697 2.90009 3.90328  0.1691
65 H -1.33191 1.16408 4.66046  0.1439
66 C -0.44715 -2.39577 -2.59749  0.0060
67 H -0.44378 3.85765 -0.92847  0.0920
68 H -0.10111 0.81911 -3.81213  0.0655
69 O 2.82890 0.17319 -6.07009  0.0101
70 O -4.59678 -1.35322 0.85677  0.0178
71 H -5.85960 1.35323 3.84265  0.1034
72 F 5.26771 2.09634 2.55668  0.0812
73 O 1.19380 1.38865 -5.35964  0.0094
74 C -2.74221 -1.92791 -2.24580  -0.5959
75 C 3.17295 3.01282 1.85506  -0.0914
76 C 6.05784 1.02698 -1.27633  -0.5458
77 F 4.80798 -1.43468 -0.12134  0.0296
78 C 2.84233 -3.33737 -1.18112  -1.0158
79 C 0.00936 1.56496 -4.59136  -0.0367
80 C 4.56042 4.74092 1.44898  -0.5379
81 O -3.55830 0.57224 1.03083  0.0070
82 H -5.91166 -2.36880 2.18213  0.1062
83 O -5.25187 0.06299 2.41230  0.0265
84 H 4.59619 -0.84896 -6.20970  0.0985
85 H 0.55253 -0.18537 2.82864  0.1341
86 H -1.41155 1.10090 2.83992  0.1051
87 O -2.04410 -2.62634 4.78428  0.1852
88 O 5.03833 5.68127 0.93100  0.1986
89 O -2.53933 -0.83526 -1.74998  0.0101
90 H 1.13181 3.50401 -0.24089  0.0809
91 H 2.19856 3.30716 2.24827  0.1321
92 Cl 4.11783 -4.47673 -0.78528  0.5597
93 H 0.10750 -2.84838 -1.78213  0.0576
94 O 4.80480 4.32554 2.73145  0.1272
95 H 0.03179 -2.82885 -3.47347  0.1043
96 C -1.33078 5.11168 3.29214  -0.0167
97 O 0.96328 -0.85002 -5.32648  0.1166
98 O -2.00571 2.91098 0.66911  0.0243
99 C -0.50117 -3.62399 1.14719  -0.2834

Forces on atoms 1 to 6 (eV/Å):
O 2.32 0.19 -1.43
Cd -2.51 1.16 -0.81
O -0.07 0.65 -0.57
C -0.55 0.98 0.97
Cl -0.06 -0.13 0.11
C 0.76 -0.30 0.28

***

Question: Among the records above, which one has the highest gap between HOMO and LUMO?
Answer: C18H36O18

***

Question: What is the ΔE to the lowest compared entry with this formula, charge and spin in the first record?
Answer: 3.607 eV